{
  "formula": "C6H10O",
  "method": "the ωB97M-V functional and the def2-TZVPD basis",
  "species": ["C", "C", "C", "C", "C", "C", "O", "H", "H", "H", "H", "H", "H", "H", "H", "H", "H"],
  "positions_angstrom": [[2.7956, -1.9726, -0.0937], [2.0327, -0.6527, -0.2123], [0.6807, -0.5294, -0.1669], [-0.0054, 0.6907, -0.0634], [-1.3310, 0.7904, 0.0898], [-2.1818, 2.1255, -0.0080], [-2.0485, -0.3030, 0.3601], [3.3530, -2.0513, -1.0581], [2.2814, -2.9385, 0.1411], [3.5998, -1.8192, 0.6395], [2.7841, 0.1160, -0.4141], [0.1199, -1.4938, 0.0074], [0.6963, 1.5175, -0.2406], [-1.4889, 3.1471, -0.1234], [-2.6671, 1.9936, -0.9843], [-2.7262, 2.1223, 0.9682], [-1.5085, -0.8806, 0.9114]],
  "forces_ev_per_angstrom": [[0.4887, 0.2605, -0.7574], [-0.5931, -1.6109, -0.0024], [1.9113, -2.6819, 1.2222], [0.0652, 1.7749, -1.0039], [0.9859, 2.9516, -0.2397], [3.1491, 0.0594, 0.2681], [-1.3203, -0.6460, 0.4654], [-0.3538, -0.4695, 0.5430], [0.0435, 1.1013, -0.2943], [-0.2406, -0.1744, 0.0538], [-0.8338, 0.5079, 0.2230], [0.6684, 0.9762, -0.3695], [-0.9921, 0.2416, 0.1752], [-1.6558, -2.9906, 0.5021], [-0.8517, 0.3934, 0.7546], [-0.3335, 0.4654, -1.3590], [-0.1373, -0.1590, -0.1811]],
  "nbo_charge": [-0.65, -0.16, -0.24, -0.37, 0.36, -0.66, -0.69, 0.21, 0.21, 0.21, 0.19, 0.18, 0.21, 0.22, 0.23, 0.23, 0.49],
  "e_lumo_ev": 0.899,
  "spin_multiplicity": 1,
  "homo_energy_ev": -7.689,
  "homo_lumo_gap_ev": 8.59,
  "smiles": "C/C=C/C=C(/C)O",
  "fmax_ev_per_a": 3.513
}